13
Properties=species:S:1:pos:R:3:forces:R:3 method="wB97M-V/def2-TZVPD" charge=0 max_force_ev_per_a=3.9 lumo_ev=-0.28 de_lowest_kcal_mol=74.7
C 1.5526 0.3161 1.1738 0.63 1.57 -0.01
C 0.3474 0.7272 0.5445 -1.40 1.68 -0.86
C 1.3256 -0.5903 2.1633 -1.90 0.58 -1.86
C -0.7529 0.2158 1.1044 -3.17 -2.30 -0.20
N -2.2266 -0.6535 -1.2749 -0.13 0.72 0.22
O -3.6118 1.0224 0.0988 0.41 -0.83 -0.02
S -0.3642 -0.9759 2.2263 0.58 -0.45 1.22
S -2.8934 -0.2361 0.2887 3.49 1.00 -0.73
H 2.4861 0.8978 1.0325 -0.49 -0.95 -0.05
H -0.0055 1.4714 -0.1793 1.67 0.15 -0.27
H 2.0305 -1.0831 2.7158 1.50 -1.05 1.52
H -1.8144 0.2020 -1.6905 -0.47 -0.60 0.35
H -1.5050 -1.3936 -1.3339 -0.73 0.48 0.68